(1)
Below is C25H27N4ReS as an isolated structure, with properties calculated with the ωB97M-V functional and the def2-TZVPD basis.

The geometry in ORCA input format:
```
! RIJCOSX wB97M-V def2-TZVPD def2/J DEFGRID3
* xyz 3 4
Re 0.6205 -1.1636 -0.0792
C -3.0132 -1.4446 -0.7077
C -2.4139 -0.6075 0.3999
C -1.1921 -1.0807 0.9992
C -0.9295 -0.4874 2.3242
C -0.0382 -1.2518 3.2272
C -1.6638 0.5467 2.8014
C -2.6748 1.1300 2.0112
C -3.3363 2.2894 2.6249
C -3.0888 0.5003 0.8513
H -2.8620 -2.5413 -0.5248
H -2.6334 -1.2201 -1.7168
H -4.0878 -1.2825 -0.7966
H -1.3268 -2.1737 1.1155
H -0.2749 -1.1345 4.3199
H 1.0520 -1.1561 2.9380
H -0.2770 -2.3490 3.1898
H -1.4320 0.9865 3.7921
H -2.8991 2.5290 3.5830
H -4.4391 2.1171 2.7366
H -3.2830 3.1088 1.9058
H -4.1453 0.6906 0.4765
C -0.6908 -1.8674 -4.2369
C -1.0962 -0.5056 -4.5557
C -1.0545 0.4437 -3.5991
C -0.4352 0.2064 -2.3265
C 0.0195 -1.1021 -1.9834
C -0.1195 -2.1160 -2.9851
C -0.1459 1.2706 -1.3667
C -0.3999 2.6523 -1.4633
C 0.1778 3.5696 -0.6152
C 1.1569 3.1460 0.2738
C 1.9198 4.0670 1.0124
C 2.7556 3.6425 2.0139
C 2.8713 2.2793 2.2987
C 2.2570 1.3530 1.4575
C 1.3045 1.7660 0.4472
N 0.6503 0.8059 -0.3601
H -0.8303 -2.6542 -4.9947
H -1.5383 -0.2185 -5.5137
H -1.4586 1.4424 -3.7733
H 0.3049 -3.1633 -2.8397
H -1.0505 3.0724 -2.2184
H -0.1017 4.5858 -0.6262
H 1.6431 5.1350 0.8810
H 3.2995 4.3558 2.6258
H 3.5457 1.9893 3.0740
H 2.4515 0.3322 1.7823
N 2.7023 -1.2134 -0.6502
N 3.2391 -2.5239 -0.7503
C 2.5173 -3.6295 -0.6785
N 3.0286 -4.8503 -0.8476
S 0.8158 -3.5574 -0.0423
H 2.7744 -0.8061 -1.6047
H 3.2541 -0.6897 0.0225
H 4.2372 -2.5805 -1.0731
H 3.9413 -4.9853 -1.2226
H 2.3926 -5.6573 -1.0332
*
```

Output
**Kohn-Sham gap (alpha / beta)**: 7.297 / 6.417 eV
**HOMO energy (alpha / beta)**: -17.16 / -17.39 eV

Here are the Löwdin charges for atoms 1 to 8, given in e: number 1, Re, carries 1.367; number 2, C, carries -0.002; number 3, C, carries -0.221; number 4, C, carries -0.321; number 5, C, carries -0.269; number 6, C, carries -0.037; number 7, C, carries 0.027; number 8, C, carries -0.194

=====

(2)
Below is C25H27N5O4 in the gas phase, with properties calculated with the ωB97M-V functional and the def2-TZVPD basis.

The geometry in ORCA input format:
```
! RIJCOSX wB97M-V def2-TZVPD def2/J DEFGRID3
* xyz 0 1
C -3.9268 -2.7861 -0.6637
H -3.9703 -1.8709 -1.2497
H -3.8660 -3.6290 -1.3478
H -4.8465 -2.8687 -0.0899
C -2.7193 -2.7599 0.2765
C -1.4423 -2.6877 -0.5120
C -0.9984 -3.8073 -1.2076
C 0.1314 -3.7629 -2.0002
C 0.8414 -2.5809 -2.1296
C 0.4279 -1.4588 -1.4391
C -0.6925 -1.5188 -0.6179
N -1.0672 -0.3271 0.0783
C -0.7563 -0.0767 1.3592
O -0.9556 1.0030 1.8970
C -0.1581 -1.2283 2.1776
N 0.9720 -1.8625 1.5747
C 2.1289 -1.2990 1.1335
C 2.6261 -0.0024 1.1161
C 3.8741 0.1644 0.5613
C 4.6048 -0.9136 0.0388
C 4.1211 -2.2003 0.0562
C 2.8595 -2.3967 0.6164
N 2.0959 -3.5128 0.7922
N 1.0074 -3.1832 1.3468
H 4.6807 -3.0309 -0.3412
H 5.5779 -0.7168 -0.3859
H 4.3109 1.1515 0.5273
H 2.0586 0.8219 1.5192
H -0.9134 -2.0036 2.3318
H 0.1186 -0.8030 3.1499
C -1.7657 0.6758 -0.7331
C -2.9377 1.2474 0.0027
C -3.4628 2.5052 0.0378
C -4.6070 2.4300 0.8698
C -4.6900 1.1365 1.2751
O -3.6884 0.4105 0.7502
H -5.3826 0.6234 1.9119
H -5.2670 3.2321 1.1272
H -3.0884 3.3716 -0.4665
H -2.1154 0.1422 -1.6271
C -0.8171 1.7880 -1.2395
O -0.5120 1.8653 -2.4099
N -0.4000 2.6260 -0.2800
H -0.6597 2.4252 0.6820
C 0.4803 3.7349 -0.5538
H 0.4688 3.9163 -1.6306
C 1.9168 3.4484 -0.1105
O 2.6907 4.5972 -0.3519
C 4.0500 4.4169 -0.0520
H 4.1945 4.1524 1.0036
H 4.4945 3.6320 -0.6773
H 4.5422 5.3647 -0.2580
H 2.3138 2.5885 -0.6726
H 1.9353 3.1979 0.9636
H 0.1206 4.6262 -0.0343
H 0.9701 -0.5283 -1.5247
H 1.7190 -2.5328 -2.7552
H 0.4600 -4.6493 -2.5199
H -1.5527 -4.7292 -1.1154
H -2.7162 -3.6686 0.8826
H -2.8182 -1.8990 0.9377
*
```

Output
**SMILES string**: CCc1ccccc1N(C(=O)Cn1nnc2ccccc21)[C@H](C(=O)NCCOC)c1ccco1
**Energy above the lowest of the compared OMol25 structures with the same formula, charge and spin**: 61.0 kcal/mol
**Kohn-Sham gap**: 9.156 eV
**HOMO energy**: -8.68 eV

Here are the Löwdin charges for atoms 1 to 8, given in e: number 1, C, carries -0.076; number 2, H, carries 0.073; number 3, H, carries 0.072; number 4, H, carries 0.074; number 5, C, carries -0.194; number 6, C, carries -0.180; number 7, C, carries -0.035; number 8, C, carries -0.070

=====

(3)
Below is C25H27N7O4RhS3 as an isolated structure, with properties calculated with the ωB97M-V functional and the def2-TZVPD basis.

The geometry in ORCA input format:
```
! RIJCOSX wB97M-V def2-TZVPD def2/J DEFGRID3
* xyz 1 1
Rh -0.4026 -0.0952 -0.1374
O 3.8597 -1.2281 0.0469
S 2.6002 -1.2439 0.7346
O 1.8021 -2.4344 0.5907
N 1.6798 0.0207 0.2672
C 2.2311 1.2967 0.2448
C 3.5306 1.6456 0.5553
C 3.9697 2.9790 0.4597
C 3.1349 3.9774 0.0505
C 1.7992 3.6644 -0.2662
C 0.8702 4.6243 -0.7220
C -0.4102 4.2490 -1.0174
C -0.7816 2.9085 -0.8474
N 0.0583 1.9933 -0.4228
C 1.3507 2.3292 -0.1499
C 2.9140 -1.0135 2.4618
C 2.1692 -0.1416 3.2380
C 2.4895 -0.0060 4.5824
C 3.5334 -0.7387 5.1290
C 4.2584 -1.6284 4.3440
C 3.9509 -1.7705 3.0015
H 4.2389 0.8783 0.8284
H 4.9989 3.2030 0.7072
H 3.4718 5.0029 -0.0300
H 1.1938 5.6507 -0.8452
H -1.1382 4.9635 -1.3740
H -1.7873 2.5816 -1.0768
H 1.3458 0.4166 2.8138
H 1.9259 0.6776 5.2040
H 3.7902 -0.6156 6.1735
H 5.0682 -2.2018 4.7753
H 4.5036 -2.4440 2.3588
C -0.4678 -4.2909 1.0809
C -0.7238 -2.8315 0.9416
N -0.7462 -2.2300 -0.1942
O -0.4180 -2.9396 -1.3183
C -0.8370 -1.9727 2.1070
C -0.7840 -2.4537 3.5179
N -0.9076 -0.7226 1.7981
O -0.8990 0.2446 2.6458
H -0.9488 -4.8541 0.2826
H -0.8307 -4.6576 2.0370
H 0.6127 -4.4514 1.0326
H 0.2932 -3.5576 -1.0810
H 0.1363 -3.0162 3.6863
H -1.6355 -3.0951 3.7522
H -0.7973 -1.5934 4.1817
S -2.8974 0.0935 -0.4611
C -3.3408 1.4212 0.5123
N -2.6256 1.9590 1.4833
C -3.3030 3.1104 2.0813
C -4.6918 3.0805 1.4142
N -4.4842 2.1036 0.3437
H -1.8646 1.4226 1.9576
H -2.7607 4.0244 1.8359
H -3.3568 3.0181 3.1632
H -4.9795 4.0478 1.0112
H -5.4679 2.7411 2.1012
H -5.2285 1.7578 -0.2374
S -0.6327 -0.9062 -4.7411
C 0.8577 -0.1520 -4.3668
C 0.9227 0.1137 -3.0425
N -0.1956 -0.2682 -2.3396
C -1.0909 -0.8194 -3.1089
H 1.5889 0.0525 -5.1310
H 1.7597 0.5576 -2.5244
H -2.0386 -1.1995 -2.7604
*
```

Output
**Energy above the lowest of the compared OMol25 structures with the same formula, charge and spin**: 12.6 kcal/mol
**Kohn-Sham gap**: 7.287 eV
**HOMO energy**: -10.36 eV

Here are the Löwdin charges for atoms 1 to 8, given in e: number 1, Rh, carries 1.008; number 2, O, carries -0.276; number 3, S, carries 0.619; number 4, O, carries -0.303; number 5, N, carries -0.203; number 6, C, carries -0.276; number 7, C, carries -0.001; number 8, C, carries -0.043

=====

(4)
Below is C25H27N7O8STi as an isolated structure, with properties calculated with the ωB97M-V functional and the def2-TZVPD basis.

The geometry in ORCA input format:
```
! RIJCOSX wB97M-V def2-TZVPD def2/J DEFGRID3
* xyz -2 3
Ti -1.2053 -0.1089 0.0696
O -2.4956 -0.5259 -3.6585
C -2.2870 -0.1583 -2.4895
O -1.6156 -0.8267 -1.5986
C -2.7520 1.1325 -1.9413
C -3.5100 2.1515 -2.5317
C -3.7936 3.2935 -1.7852
C -3.3752 3.3802 -0.4531
C -2.6396 2.3293 0.0937
N -2.3035 1.2547 -0.6601
C -2.1503 2.1347 1.4832
O -2.2885 2.9872 2.3726
O -1.5820 0.9804 1.6430
H -3.8626 2.0346 -3.5471
H -4.3427 4.1101 -2.2376
H -3.6323 4.2295 0.1614
C 2.5472 0.0418 -5.4394
O 2.0185 -0.6636 -4.3484
C 1.2037 -0.0100 -3.4455
O 0.9843 -0.5073 -2.3846
N 0.8387 1.2524 -3.8408
N 0.0093 2.0594 -3.0242
H 3.2638 -0.6280 -5.9144
H 3.0615 0.9509 -5.1125
H 1.7789 0.3045 -6.1755
H 0.6173 1.4026 -4.8153
H -0.9556 1.7031 -3.0453
H 0.3124 1.9291 -2.0467
N -0.1379 -4.4497 6.4103
C -0.6491 -3.9798 5.1713
C -1.3218 -4.8564 4.3056
C -1.7680 -4.4240 3.0793
C -1.5851 -3.0919 2.6980
C -0.9430 -2.2005 3.5717
C -0.4850 -2.6393 4.7887
S -1.7957 -2.5381 1.0300
O -2.2398 -3.6442 0.2178
O -2.7103 -1.3958 1.0156
N -0.3716 -1.8476 0.7094
C 0.6648 -2.5745 0.3054
N 0.5615 -3.9199 0.3103
C 1.5623 -4.5845 -0.2431
C 2.6786 -3.9646 -0.7764
C 2.7399 -2.5830 -0.6050
N 1.7756 -1.8928 -0.0334
H 0.1160 -5.4299 6.3557
H 0.6670 -3.9063 6.6988
H -1.4694 -5.8843 4.6184
H -2.2408 -5.0993 2.3820
H -0.8071 -1.1765 3.2478
H 0.0168 -1.9577 5.4627
H 1.4507 -5.6658 -0.2436
H 3.4606 -4.5182 -1.2764
H 3.5997 -2.0120 -0.9415
C 2.6485 3.7718 -0.8095
C 1.7497 3.4283 0.3866
C 2.6095 3.3135 1.6532
C 0.6697 4.5003 0.5922
C 1.0474 2.1624 0.1378
C 0.4049 1.1507 -0.0544
H 3.2044 4.6918 -0.6210
H 2.0587 3.9024 -1.7140
H 3.3592 2.9657 -0.9867
H 3.1370 4.2509 1.8491
H 3.3400 2.5131 1.5469
H 1.9733 3.0874 2.5046
H 1.1087 5.4668 0.8474
H 0.0014 4.1916 1.3936
H 0.0722 4.6049 -0.3109
*
```

Output
**Energy above the lowest of the compared OMol25 structures with the same formula, charge and spin**: 68.2 kcal/mol
**Kohn-Sham gap (alpha / beta)**: 2.939 / 6.864 eV
**HOMO energy (alpha / beta)**: 1.29 / -2.64 eV

Here are the Löwdin charges for atoms 1 to 8, given in e: number 1, Ti, carries 0.838; number 2, O, carries -0.022; number 3, C, carries -0.599; number 4, O, carries -0.141; number 5, C, carries -0.231; number 6, C, carries -0.040; number 7, C, carries -0.126; number 8, C, carries -0.058